No. 1
ORCA calculation (wB97M-V/def2-TZVPD) on a 3-piece molecular cluster, C24H53BrClN2O6S2 overall.

XYZ file:
```
89
Properties=species:S:1:pos:R:3
C 1.2287 -5.2892 0.2290
C 2.1697 -5.6619 -0.9130
C 2.0151 -4.7605 -2.1474
C 3.1217 -3.7269 -2.3366
C 3.3116 -2.7968 -1.1337
C 4.0770 -1.5111 -1.5009
C 3.2239 -0.2558 -1.3364
C 2.7482 0.0233 0.0913
C 1.5503 0.9836 0.1138
C 0.2726 0.1721 0.3628
C -0.9981 0.8706 -0.1203
C -2.3387 0.1273 -0.1359
N -2.3557 -1.2519 -0.8136
Cl -4.0437 -1.5445 -1.1999
C -1.5972 -1.1173 -2.1269
C -1.8465 -2.1936 -3.1835
C -2.7613 -1.8307 -4.3093
N -1.2633 -3.3053 -3.1798
C -1.7974 -2.4164 0.0860
Br -2.6725 -4.0931 -0.2866
C -1.9059 -2.0956 1.5586
C -1.5536 -3.2678 2.4815
H 1.5238 -4.3493 0.7066
H 1.2334 -6.0553 1.0072
H 0.2025 -5.1936 -0.1414
H 3.2022 -5.6260 -0.5533
H 1.9717 -6.6990 -1.1906
H 1.0644 -4.2111 -2.0559
H 1.9477 -5.3749 -3.0473
H 4.0633 -4.2358 -2.5629
H 2.8422 -3.1000 -3.1912
H 2.3133 -2.5367 -0.7544
H 3.8149 -3.3269 -0.3209
H 5.0126 -1.4004 -0.9473
H 4.3596 -1.5909 -2.5548
H 2.3557 -0.3447 -2.0083
H 3.7808 0.6301 -1.6561
H 2.4418 -0.9076 0.5789
H 3.5689 0.4247 0.6860
H 1.6615 1.7154 0.9153
H 1.4830 1.5192 -0.8394
H 0.3970 -0.8015 -0.1237
H 0.2149 0.0142 1.4428
H -1.1839 1.7296 0.5320
H -0.8239 1.2989 -1.1094
H -2.8010 0.0420 0.8412
H -3.0053 0.7334 -0.7480
H -1.8906 -0.1445 -2.5147
H -0.5413 -1.1113 -1.8628
H -3.8029 -1.7946 -3.9815
H -2.5180 -0.8393 -4.6983
H -2.6560 -2.5691 -5.1007
H -0.6291 -3.4323 -2.3907
H -0.7768 -2.5704 -0.2553
H -1.2354 -1.2723 1.7953
H -2.9283 -1.7724 1.7735
H -1.1680 -2.8638 3.4175
H -2.4261 -3.8740 2.7150
H -0.7685 -3.8962 2.0637
O -3.7734 4.2873 0.8548
S -4.4427 3.5859 -0.1966
O -3.6437 2.9183 -1.1902
O -5.5069 4.5202 -0.8759
C -5.0847 5.8558 -1.2895
C -4.3060 5.8368 -2.5839
C -5.5810 2.4249 0.4789
H -4.5200 6.3065 -0.4739
H -6.0202 6.3989 -1.3939
H -3.3365 5.3557 -2.4624
H -4.1427 6.8619 -2.9158
H -4.8583 5.3026 -3.3565
H -6.2011 2.9322 1.2125
H -4.9944 1.6423 0.9561
H -6.1829 2.0154 -0.3282
O 3.5920 1.8039 2.7732
S 4.2429 2.5378 3.8236
O 4.0646 2.0994 5.1712
O 3.8523 4.0666 3.6921
C 2.4445 4.3999 3.5929
C 1.7431 4.3570 4.9322
C 5.9547 2.7058 3.4732
H 1.9792 3.7329 2.8656
H 2.4423 5.4049 3.1772
H 1.6798 3.3412 5.3189
H 0.7329 4.7526 4.8218
H 2.2784 4.9628 5.6623
H 6.0721 3.0709 2.4570
H 6.3926 1.7161 3.5828
H 6.3870 3.3942 4.1942
```

## Properties
Energy = -5337.4644 Ha
Kohn-Sham gap = 0.3249 Ha
Total charge = +1
HOMO = -0.464 Ha

Atomic partial charges in e from the Löwdin method, atoms 1 to 2:
1 C -0.121
2 C -0.245

No. 2
ORCA calculation (wB97M-V/def2-TZVPD) on a 5-piece molecular cluster, C24H53ClN3O12 overall at a distorted geometry.

XYZ file:
```
93
Properties=species:S:1:pos:R:3
Cl 0.6880 0.9870 -1.0462
O 1.9019 1.3368 -0.3265
O -0.2856 2.0483 -0.8766
O 1.0303 0.7893 -2.4164
O 0.1719 -0.2190 -0.4541
C 3.4433 0.1462 -4.6801
C 4.4099 1.0137 -3.8792
O 5.6904 0.6937 -4.4451
C 5.5802 -0.4056 -5.1950
O 6.5349 -0.9792 -5.6322
O 4.3169 -0.7263 -5.4227
H 2.9183 0.7316 -5.4300
H 2.7580 -0.3456 -3.9935
H 4.3655 1.0073 -2.7924
H 4.2199 2.0591 -4.1343
C 2.9544 -5.0546 -0.1057
C 2.6688 -3.9745 0.9556
C 1.4163 -3.1832 0.6016
C 0.1552 -3.9506 0.9833
C 0.1877 -4.3404 2.4474
C 1.4678 -5.2205 2.8532
N 2.6134 -4.5358 2.3111
O 3.8086 -5.1867 2.6570
C 1.4019 -5.0907 4.3743
C 1.2377 -6.6435 2.3751
C 3.8898 -3.0069 0.8509
H 2.3006 -5.9276 -0.1239
H 3.9874 -5.3560 0.0669
H 2.8287 -4.6035 -1.0917
H 1.4219 -2.1885 1.0488
H 1.3679 -3.0478 -0.4788
H 0.0880 -4.8397 0.3486
H -0.6960 -3.3040 0.7596
H -0.6236 -4.9516 2.8503
H 0.1987 -3.4367 3.0575
H 1.0785 -4.1193 4.7508
H 0.6725 -5.7359 4.8737
H 2.3730 -5.3346 4.8192
H 0.8380 -7.3559 3.0969
H 0.5048 -6.6216 1.5622
H 2.1461 -7.0728 1.9494
H 3.9387 -2.6636 -0.1824
H 4.8296 -3.4754 1.1378
H 3.7441 -2.1186 1.4684
H 4.2212 -4.7003 3.3788
C 1.7533 -0.9037 4.7650
O 0.9126 0.1311 4.3594
C 1.0587 0.5232 3.0122
C -0.0512 1.5970 2.7614
N -1.4338 1.1932 2.9890
C -1.8573 0.0984 2.0936
C -3.1677 -0.4908 2.5893
O -4.1316 0.4679 2.9888
C -5.3456 -0.2013 3.2732
H 1.5077 -1.3100 5.7433
H 2.8021 -0.5761 4.7230
H 1.7404 -1.7585 4.0696
H 0.9260 -0.3777 2.3964
H 2.0671 0.9306 2.8615
H 0.1243 1.8841 1.7249
H 0.2396 2.3905 3.4501
H -1.3181 0.7346 3.8968
H -1.0985 -0.6923 2.1534
H -1.9247 0.3947 1.0488
H -3.0335 -1.1958 3.4185
H -3.4977 -1.0659 1.7105
H -5.1946 -1.0977 3.8810
H -5.8672 -0.4547 2.3469
H -5.9668 0.4849 3.8484
C -2.2118 8.2089 -1.0448
O -2.5993 7.1391 -1.8602
C -3.4257 7.5638 -2.9372
C -3.8522 6.3505 -3.7856
N -4.0285 5.1808 -2.9243
C -4.5353 4.0442 -3.7149
C -3.4593 3.2119 -4.4037
O -2.3078 3.2026 -3.5789
C -1.2580 2.4948 -4.1991
H -1.4213 8.7582 -1.5826
H -1.7030 7.8940 -0.1354
H -2.9679 8.9590 -0.7897
H -2.9275 8.3444 -3.5208
H -4.3004 8.0046 -2.4457
H -3.2138 6.1448 -4.6408
H -4.8337 6.6613 -4.1756
H -4.8397 5.3159 -2.3300
H -5.1883 4.3446 -4.5558
H -5.1858 3.4852 -3.0391
H -3.1364 3.6683 -5.3562
H -3.7332 2.1933 -4.7113
H -1.1481 2.8478 -5.2405
H -1.4444 1.4190 -4.2181
H -0.2876 2.7602 -3.7865
```

## Properties
Energy = -2473.2320 Ha
Kohn-Sham gap = 0.3118 Ha
Total charge = -1
HOMO = -0.224 Ha

Atomic partial charges in e from the Löwdin method, atoms 1 to 2:
1 Cl 0.621
2 O -0.388

No. 3
ORCA calculation (wB97M-V/def2-TZVPD) on a 7-piece molecular cluster, C24H53F2NO16 overall at a distorted geometry.

XYZ file:
```
96
Properties=species:S:1:pos:R:3
N -0.2371 3.5777 -2.4233
H -0.6601 3.9087 -3.1003
H 0.5729 4.1067 -2.2873
H 0.1929 2.6077 -2.3283
H -0.7481 3.4757 -1.4203
O -1.5551 1.1477 -0.9743
H -0.7511 0.7517 -0.8533
C -2.8551 2.2917 1.8767
C -3.6441 3.2417 0.9457
O -3.3391 4.4657 1.3207
C -2.5751 4.4497 2.4507
O -2.0841 5.3887 3.0227
O -2.3971 3.1967 2.8167
F -4.9981 2.8607 1.0947
H -1.9991 2.0237 1.3977
H -3.5111 1.4017 2.1697
H -3.2041 2.8347 -0.0043
C -4.2261 -0.8183 -1.7513
C -4.0341 -0.7133 -0.3563
O -4.1911 -2.1153 0.1477
C -4.2881 -2.7923 -0.8263
O -4.2211 -4.0783 -0.6823
O -4.3191 -2.1873 -2.0343
F -5.1021 0.0947 0.1817
H -3.1531 -0.3833 -2.3223
H -4.9451 -0.2873 -2.1513
H -3.0981 -0.4973 -0.0773
C 3.2349 -6.9683 4.8877
O 2.2519 -5.9023 4.9727
C 1.1129 -6.1983 5.6637
C 0.2219 -4.9413 5.7347
O 0.0959 -4.6053 4.4847
C -0.9461 -3.8173 4.0387
C -0.8501 -3.6283 2.4617
O 0.1289 -2.5333 2.1877
C -0.0891 -1.8983 0.9857
H 3.3399 -7.4803 5.9407
H 4.2209 -6.6193 4.5487
H 2.7709 -7.7803 4.3207
H 1.4359 -6.5603 6.7187
H 0.6729 -7.0953 5.2837
H 0.7219 -4.1053 6.2667
H -0.8751 -5.1563 6.1107
H -1.2581 -2.9583 4.5147
H -1.9311 -4.5193 4.2767
H -1.8611 -3.4513 1.9887
H -0.4261 -4.5213 1.9467
H -1.1211 -1.7553 0.9117
H 0.0229 -2.7643 0.3597
H 0.4829 -0.8813 0.9877
C -1.9821 6.7197 -2.0443
O -0.6441 6.2257 -1.6493
C -0.4071 6.5697 -0.2953
C 0.8659 6.0407 0.2007
O 0.8219 4.8177 -0.0113
C 1.8519 4.0107 0.7967
C 2.0109 2.7007 0.1717
O 2.3759 2.6107 -1.2243
C 3.8369 2.8377 -1.4023
H -2.7611 6.3607 -1.1633
H -2.1231 6.6237 -3.0913
H -1.9341 7.7607 -2.0373
H -1.2371 6.3267 0.2967
H -0.2271 7.7007 -0.3063
H 0.9789 6.0887 1.2787
H 1.7559 6.5677 -0.3513
H 1.3339 3.9467 1.8037
H 2.8119 4.4257 1.1287
H 1.0199 2.2117 0.2847
H 2.7209 2.1797 0.8447
H 4.5679 1.8777 -1.3503
H 4.0099 3.5057 -0.5173
H 3.8769 3.2447 -2.3043
C 5.4679 -2.4303 -3.4783
O 4.0999 -2.0183 -3.1673
C 3.7609 -1.9483 -1.8543
C 2.5349 -1.0353 -1.6883
O 1.5659 -1.5873 -2.3583
C 0.1849 -0.9893 -2.3893
C -0.7081 -1.8333 -3.3393
O -0.0541 -2.2063 -4.5773
C -0.8991 -2.7323 -5.5543
H 5.7489 -3.2343 -2.8833
H 6.0959 -1.6293 -3.1843
H 5.5329 -2.7763 -4.5243
H 4.7439 -1.4303 -1.2283
H 3.6969 -3.0283 -1.4213
H 2.7199 0.0257 -2.0903
H 1.9949 -0.6903 -0.6043
H 0.3389 0.0457 -2.9653
H -0.3261 -0.9363 -1.3623
H -1.5481 -1.3133 -3.5103
H -1.0951 -2.7493 -2.8713
H -1.0791 -3.6433 -5.2043
H -0.3921 -2.7903 -6.6643
H -1.8971 -2.2393 -5.5643
```

## Properties
Energy = -2403.8936 Ha
Kohn-Sham gap = 0.3053 Ha
Relative energy (zero: lowest compared OMol25 entry of this formula, charge and spin) = 42.4 kcal/mol
HOMO = -0.308 Ha

Atomic partial charges in e from the Löwdin method, atoms 1 to 2:
1 N 0.324
2 H 0.013

No. 4
ORCA calculation (wB97M-V/def2-TZVPD) on C24H54As2NO4Si3Zn as an isolated structure at a distorted geometry.

XYZ file:
```
89
Properties=species:S:1:pos:R:3
Zn 9.0896 9.8512 10.5066
O 5.2556 9.8683 12.1858
C 6.0092 11.0435 12.5179
C 5.7699 12.2103 11.5450
C 6.1833 11.8876 10.1291
C 7.5177 12.3419 9.6770
C 7.8685 13.6891 9.4951
C 9.0902 14.0559 8.8784
C 9.9202 13.0519 8.3420
C 9.5233 11.7575 8.5183
N 8.4240 11.3940 9.3065
H 4.7988 9.5732 12.9984
H 7.1254 10.7264 12.4620
H 5.9394 11.4122 13.5845
H 6.3293 13.0912 11.8782
H 4.6813 12.4667 11.5799
H 5.4341 12.2534 9.4229
H 6.1604 10.7595 9.9982
H 7.1738 14.5118 9.7196
H 9.3151 15.0719 8.9742
H 10.8963 13.2613 7.8905
H 10.1133 10.9579 8.0813
C 7.1204 6.0143 10.3192
C 7.5325 7.3786 9.7223
C 6.6694 7.7420 8.4886
O 7.4034 8.4271 10.7632
C 9.0540 7.3268 9.2840
O 9.4253 6.3459 8.6565
O 9.8109 8.3934 9.5146
H 6.1243 6.0758 10.6645
H 7.8319 5.8970 11.1891
H 7.1639 5.1783 9.6216
H 5.6135 7.8219 8.7514
H 6.7071 6.8335 7.8599
H 7.1183 8.5859 7.9080
H 6.4591 8.4455 11.1171
C 12.8621 9.0455 10.1601
Si 12.3594 8.6656 12.0035
C 13.9500 8.4874 12.9937
C 11.5650 6.9447 12.1519
As 10.4944 10.0737 12.6967
Si 9.6306 9.5394 14.9984
C 7.9926 10.4454 15.3615
C 10.9098 10.2303 16.2366
C 9.4307 7.6554 15.3194
Si 11.5443 12.3276 12.8728
C 12.4941 12.6708 11.2789
C 12.7288 12.4373 14.3130
C 9.9930 13.4592 13.0559
H 13.2354 8.1394 9.6128
H 13.5908 9.9212 10.1943
H 11.9900 9.4448 9.6651
H 14.3903 9.4812 13.1758
H 14.6714 8.0132 12.3222
H 13.9046 7.9456 13.9544
H 11.8519 6.4756 13.0935
H 11.9791 6.2751 11.4041
H 10.4564 6.9684 12.0300
H 8.0326 11.4841 15.7584
H 7.4122 9.9556 16.1480
H 7.4716 10.5094 14.4066
H 11.9510 10.0614 15.9605
H 10.7522 9.7887 17.1730
H 10.8329 11.2956 16.4814
H 9.4745 7.4134 16.4126
H 10.0976 6.9959 14.8253
H 8.4156 7.3096 15.1223
H 11.9086 12.5383 10.3990
H 13.2784 11.9239 11.1536
H 13.0018 13.6044 11.2080
H 13.4046 11.6244 14.3633
H 12.1942 12.5443 15.2904
H 13.2638 13.3913 14.2767
H 9.1245 13.0137 13.5696
H 9.6591 13.8280 12.0834
H 10.3117 14.3575 13.5976
C 12.2022 8.6746 4.0021
As 11.4111 8.4592 5.9018
C 9.5065 8.5673 5.3243
C 11.7851 6.5399 6.2316
H 12.1271 7.8461 3.3304
H 13.2610 8.9269 4.2025
H 11.6601 9.5253 3.5684
H 9.3850 8.3692 4.2228
H 9.2624 9.6446 5.5219
H 8.9398 7.8205 5.9413
H 11.9013 6.1136 5.1974
H 10.8974 6.1711 6.7584
H 12.7092 6.4616 6.8077
```

## Properties
Energy = -8421.8321 Ha
Kohn-Sham gap = 0.2490 Ha
Total charge = +1
Relative energy (zero: lowest compared OMol25 entry of this formula, charge and spin) = 12.6 kcal/mol
HOMO = -0.362 Ha

Atomic partial charges in e from the Löwdin method, atoms 1 to 2:
1 Zn 0.557
2 O -0.073

No. 5
ORCA calculation (wB97M-V/def2-TZVPD) on a 7-piece molecular cluster, C24H54IN10O8 overall at a distorted geometry.

XYZ file:
```
97
Properties=species:S:1:pos:R:3
O -0.9836 -7.2304 3.5014
O -0.4377 -6.2379 2.6412
C -0.6105 -4.9798 3.2679
N -0.4180 -3.9503 2.3125
C -1.4437 -3.5755 1.3209
C -2.8877 -3.7707 1.7798
C -3.4423 -2.5160 2.4374
I -2.6598 -2.1853 4.4136
C 0.7272 -3.2727 2.2636
N 0.9721 -2.2548 1.4270
C 2.1798 -1.8144 1.6971
N 2.7421 -2.5376 2.6693
N 1.8289 -3.4659 3.0301
H -0.5232 -7.1392 4.3491
H 0.0967 -4.8851 4.0957
H -1.5949 -4.9176 3.7143
H -1.3276 -2.5422 1.0410
H -1.2722 -4.1753 0.4312
H -3.4660 -3.8955 0.8691
H -3.0387 -4.6610 2.3777
H -4.5203 -2.5651 2.4794
H -3.1721 -1.6521 1.8562
H 2.6199 -0.9674 1.1912
H 3.6748 -2.4083 3.0508
H 2.0201 -4.1481 3.7423
C -5.7138 0.6002 -1.4677
C -4.5923 0.2122 -0.5414
O -4.6187 -0.8276 0.1132
N -3.5355 1.0561 -0.4480
C -3.3290 2.3198 -1.1387
H -6.4770 -0.1698 -1.4408
H -6.1531 1.5478 -1.1520
H -5.3511 0.6872 -2.4917
H -2.8208 0.7423 0.1883
H -2.4187 2.2713 -1.7374
H -3.2213 3.1247 -0.4109
H -4.1647 2.5453 -1.7901
C 5.4449 1.4414 -0.7787
C 4.9728 0.2955 0.0704
O 3.9900 0.4227 0.8031
N 5.6523 -0.8699 -0.0034
C 6.8169 -1.1786 -0.8184
H 4.7941 2.2908 -0.6041
H 6.4637 1.7285 -0.5186
H 5.3948 1.1772 -1.8354
H 5.2909 -1.5938 0.5940
H 6.5890 -2.0097 -1.4862
H 7.6484 -1.4665 -0.1746
H 7.1114 -0.3216 -1.4120
C 1.9094 4.7019 -3.6507
C 2.7578 3.6529 -2.9758
O 3.8719 3.3574 -3.3827
N 2.2369 3.0330 -1.8856
C 0.9438 3.2346 -1.2513
H 2.4574 5.0985 -4.4998
H 0.9729 4.2691 -4.0051
H 1.6951 5.5178 -2.9599
H 2.8542 2.3435 -1.4894
H 1.0951 3.5366 -0.2132
H 0.3875 2.2956 -1.2608
H 0.3562 3.9926 -1.7601
C -4.5078 -3.2935 -2.0218
C -5.4786 -3.0101 -3.1452
O -6.3864 -2.2032 -3.0273
N -5.3097 -3.6916 -4.3088
C -4.3005 -4.6819 -4.6357
H -4.7704 -2.6762 -1.1661
H -4.5627 -4.3448 -1.7310
H -3.4885 -3.0501 -2.3286
H -5.9905 -3.4559 -5.0134
H -3.7150 -4.3455 -5.4928
H -4.7796 -5.6273 -4.8949
H -3.6327 -4.8461 -3.7976
C -3.1587 6.0702 -4.3935
C -1.9144 5.8763 -3.5628
O -1.7087 4.8475 -2.9306
N -1.0138 6.8886 -3.5339
C -1.0725 8.1745 -4.2077
H -3.7713 5.1782 -4.3123
H -3.7325 6.9240 -4.0325
H -2.9010 6.2245 -5.4416
H -0.2114 6.6882 -2.9601
H -0.2149 8.2814 -4.8732
H -1.0393 8.9783 -3.4714
H -1.9825 8.2677 -4.7892
C 3.3463 -0.2497 5.4637
C 4.8061 -0.5746 5.2686
O 5.2640 -0.8389 4.1589
N 5.6025 -0.5733 6.3571
C 5.2461 -0.2861 7.7376
H 2.8557 -0.2843 4.4953
H 2.8815 -0.9837 6.1244
H 3.2119 0.7470 5.8819
H 6.5636 -0.8002 6.1524
H 5.8259 0.5639 8.0971
H 5.4737 -1.1499 8.3626
H 4.1911 -0.0543 7.8281
```

## Properties
Energy = -2393.8268 Ha
Kohn-Sham gap = 0.3116 Ha
Total charge = +1
HOMO = -0.400 Ha

Atomic partial charges in e from the Löwdin method, atoms 1 to 2:
1 O 0.006
2 O -0.096